Entry 1:
The following is a quantum chemistry calculation of C12H32MnN2O10S2 as an isolated structure in a non-equilibrium geometry, from the Open Molecules 2025 dataset.

Computed properties:
Spin multiplicity: 6
LUMO level (spin up / spin down), eV: 0.249 / 0.249
HOMO level (spin up / spin down), eV: -8.04 / -8.94
ΔE to the lowest compared entry with this formula, charge and spin, kcal/mol: 11.5

Each line ends with the Löwdin spin population.
Atoms and positions in Å:
Mn1 0.272 -0.743 0.562  4.66
N1 2.677 0.554 1.116  0.00
O1 3.787 0.981 1.344  0.01
O2 1.686 0.829 1.845  0.03
O3 2.456 -0.213 0.116  0.03
O4 0.364 -2.178 1.859  0.10
H1 0.151 -3.053 2.184  0.01
C1 -2.419 -2.089 -0.872  0.01
C2 -1.147 -2.883 -1.164  0.00
N2 0.053 -2.036 -1.300  0.03
C3 1.262 -2.903 -1.173  0.00
C4 1.488 -3.985 -2.245  0.00
C5 -0.009 -1.405 -2.605  0.00
C6 1.182 -0.508 -2.920  0.00
H2 -2.952 -1.740 -1.756  0.00
H3 -2.224 -1.223 -0.230  0.00
H4 -3.118 -2.670 -0.264  0.00
H5 -1.010 -3.597 -0.352  0.00
H6 -1.287 -3.460 -2.085  0.00
H7 2.124 -2.234 -1.124  0.00
H8 1.257 -3.398 -0.204  0.00
H9 1.267 -3.662 -3.258  0.00
H10 2.488 -4.401 -2.149  0.00
H11 0.834 -4.842 -2.038  0.00
H12 -0.931 -0.840 -2.739  0.00
H13 -0.055 -2.148 -3.416  0.00
H14 1.942 -0.954 -3.564  0.00
H15 1.688 -0.165 -2.013  0.00
H16 0.864 0.398 -3.446  0.00
O5 -3.524 0.372 3.026  0.00
S1 -2.180 -0.102 3.036  0.01
O6 -1.436 -0.062 1.825  0.03
O7 -1.358 0.675 4.127  0.00
C7 -0.821 1.967 3.757  0.00
C8 0.258 2.306 4.748  0.00
C9 -2.081 -1.687 3.748  0.00
H17 -1.617 2.716 3.734  0.00
H18 -0.401 1.883 2.751  0.00
H19 -0.182 2.437 5.737  0.00
H20 0.718 3.253 4.467  0.00
H21 1.012 1.525 4.760  0.00
H22 -1.065 -1.902 4.054  0.00
H23 -2.462 -2.383 3.002  0.00
H24 -2.773 -1.727 4.589  0.00
O8 -1.104 2.315 -2.460  0.00
S2 -0.564 2.244 -1.150  0.01
O9 -0.480 0.977 -0.480  0.03
O10 0.891 2.808 -1.105  0.00
C10 1.336 3.606 -2.189  0.00
C11 1.955 2.787 -3.322  0.00
C12 -1.393 3.346 -0.080  0.00
H25 2.133 4.226 -1.771  0.00
H26 0.602 4.329 -2.546  0.00
H27 2.658 3.459 -3.831  0.00
H28 1.202 2.493 -4.046  0.00
H29 2.621 2.035 -2.905  0.00
H30 -1.379 4.339 -0.522  0.00
H31 -0.849 3.355 0.861  0.00
H32 -2.404 2.977 0.076  0.00


Entry 2:
The following is a quantum chemistry calculation of C15H19ClN2O10RhS3Si as an isolated structure in a non-equilibrium geometry, from the Open Molecules 2025 dataset.

Computed properties:
Spin multiplicity: 1
LUMO level (spin up / spin down), eV: 0.908 / 1.172
HOMO level (spin up / spin down), eV: -6.19 / -6.09
Total charge: -1
ΔE to the lowest compared entry with this formula, charge and spin, kcal/mol: 62.8

Each line ends with the Löwdin charge.
Atoms and positions in Å:
Rh1 -0.265 -0.318 0.428  1.00
O1 1.817 2.658 1.299  -0.35
S1 2.601 1.531 0.853  0.43
O2 3.769 1.859 0.072  -0.32
O3 1.824 0.437 0.209  -0.48
C1 3.216 0.894 2.414  -0.21
C2 4.502 1.289 2.754  -0.06
C3 4.972 1.114 4.047  -0.08
C4 4.163 0.533 5.009  -0.08
C5 2.898 0.083 4.666  -0.06
C6 2.414 0.262 3.374  -0.21
S2 0.798 -0.440 3.050  0.52
O4 0.991 -1.485 2.051  -0.35
O5 0.331 -0.908 4.323  -0.29
O6 -0.077 0.620 2.444  -0.41
H1 5.108 1.752 1.987  0.11
H2 5.967 1.456 4.309  0.10
H3 4.515 0.422 6.027  0.10
H4 2.253 -0.408 5.381  0.10
C7 -1.927 3.004 1.971  0.01
N1 -2.520 3.097 0.641  -0.09
C8 -3.759 3.638 0.368  -0.05
C9 -3.960 3.541 -0.961  -0.08
N2 -2.838 2.928 -1.468  0.09
C10 -1.958 2.653 -0.488  -0.74
S3 -0.407 1.998 -0.727  0.83
H5 -2.712 2.782 2.691  0.10
H6 -1.436 3.941 2.230  0.11
H7 -1.188 2.213 1.993  0.04
H8 -4.377 4.066 1.140  0.13
H9 -4.794 3.846 -1.568  0.12
H10 -2.673 2.645 -2.419  0.16
C11 -5.601 -2.054 -1.097  -0.18
Si1 -5.192 -0.560 -0.057  0.41
C12 -6.177 0.915 -0.678  -0.20
C13 -5.662 -0.889 1.725  -0.19
C14 -3.414 -0.179 -0.090  -0.18
C15 -2.211 -0.094 0.071  -0.24
H11 -6.628 -2.388 -0.926  0.03
H12 -4.925 -2.875 -0.839  0.04
H13 -5.479 -1.850 -2.164  0.03
H14 -7.232 0.656 -0.820  0.03
H15 -5.785 1.271 -1.636  0.02
H16 -6.123 1.741 0.034  0.01
H17 -6.715 -1.168 1.834  0.03
H18 -5.471 -0.007 2.343  0.03
H19 -5.046 -1.705 2.114  0.04
O7 -1.257 -2.616 0.536  -0.39
Cl1 -0.522 -3.084 -0.627  0.68
O8 0.532 -3.964 -0.243  -0.30
O9 -1.420 -3.720 -1.543  -0.32
O10 0.031 -1.848 -1.253  -0.41


Entry 3:
The following is a quantum chemistry calculation of C21H24As2CuFO8 as an isolated structure, from the Open Molecules 2025 dataset.

Computed properties:
Spin multiplicity: 1
LUMO level, eV: -0.591
HOMO level, eV: -7.11

Each line ends with the Löwdin charge.
Atoms and positions in Å:
Cu1 -0.362 1.653 -1.453  0.31
F1 0.555 7.495 1.941  0.03
C1 0.320 6.209 1.585  -0.30
C2 -0.957 5.700 1.696  -0.02
C3 -1.186 4.381 1.331  -0.06
C4 -0.160 3.564 0.852  -0.34
C5 -0.411 2.148 0.466  -0.21
C6 1.118 4.124 0.758  -0.06
C7 1.366 5.438 1.118  -0.02
H1 -1.753 6.329 2.072  0.11
H2 -2.185 3.971 1.426  0.11
H3 -1.346 1.797 0.910  0.03
H4 0.395 1.515 0.860  0.04
H5 1.934 3.509 0.393  0.11
H6 2.356 5.869 1.042  0.11
C8 3.602 1.800 -2.663  -0.03
O1 2.503 0.965 -2.290  -0.13
C9 2.811 -0.129 -1.559  -0.51
O2 3.941 -0.425 -1.291  0.14
C10 1.575 -0.890 -1.185  -0.27
C11 1.598 -1.780 -0.199  -0.29
As1 0.181 -3.018 0.374  1.31
C12 0.178 -2.333 2.226  -0.25
C13 -1.433 -2.045 -0.188  -0.28
C14 -1.452 -1.040 -1.066  -0.27
As2 -0.007 -0.485 -2.266  1.26
C15 0.043 -2.081 -3.417  -0.23
C16 -2.675 -0.306 -1.513  -0.59
O3 -2.891 -0.184 -2.702  0.07
O4 -3.386 0.242 -0.548  -0.04
C17 -4.590 0.925 -0.919  -0.01
C18 -2.695 -2.645 0.349  -0.50
O5 -3.824 -2.346 0.072  0.14
O6 -2.409 -3.681 1.164  -0.13
C19 -3.528 -4.366 1.725  -0.03
C20 2.787 -2.005 0.690  -0.57
O7 3.381 -1.183 1.323  0.14
O8 3.059 -3.329 0.732  -0.10
C21 4.126 -3.749 1.586  -0.03
H7 3.204 2.521 -3.371  0.10
H8 4.393 1.207 -3.117  0.10
H9 3.998 2.315 -1.789  0.10
H10 1.101 -2.624 2.725  0.03
H11 -0.661 -2.758 2.769  0.02
H12 0.101 -1.247 2.221  0.04
H13 0.102 -2.967 -2.788  0.02
H14 0.926 -2.019 -4.051  0.03
H15 -0.856 -2.104 -4.028  0.03
H16 -5.315 0.713 -0.139  0.10
H17 -4.946 0.569 -1.882  0.09
H18 -4.392 1.995 -0.971  0.10
H19 -3.118 -5.205 2.280  0.10
H20 -4.195 -4.717 0.939  0.10
H21 -4.083 -3.707 2.391  0.10
H22 3.863 -4.743 1.938  0.09
H23 4.240 -3.060 2.421  0.09
H24 5.056 -3.785 1.021  0.10


Entry 4:
The following is a quantum chemistry calculation of C24H14Cl2CoN6O2Se as an isolated structure in a non-equilibrium geometry, from the Open Molecules 2025 dataset.

Computed properties:
Spin multiplicity: 5
LUMO level (spin up / spin down), eV: -4.236 / -5.396
HOMO level (spin up / spin down), eV: -10.76 / -11.59
Total charge: +1
ΔE to the lowest compared entry with this formula, charge and spin, kcal/mol: 13.1

Each line ends with the Löwdin spin population.
Atoms and positions in Å:
Co1 0.617 0.264 -0.955  2.68
Cl1 -2.902 -5.389 -0.804  0.03
C1 -2.421 -3.779 -1.085  0.09
C2 -1.077 -3.452 -1.096  0.01
C3 -0.705 -2.111 -1.209  0.12
N1 0.544 -1.576 -1.120  0.20
C4 1.698 -2.308 -0.986  0.03
O1 1.783 -3.517 -0.958  0.08
C5 2.869 -1.389 -0.907  0.01
C6 4.158 -1.908 -0.852  0.00
C7 5.241 -1.046 -0.852  0.00
C8 4.980 0.318 -0.897  0.00
C9 3.668 0.756 -0.932  0.00
N2 2.609 -0.060 -0.942  0.04
C10 -1.711 -1.099 -1.387  0.12
C11 -3.061 -1.459 -1.459  0.01
C12 -3.415 -2.781 -1.273  0.10
Cl2 -5.060 -3.224 -1.229  0.03
N3 -1.182 0.154 -1.368  0.20
C13 -1.923 1.312 -1.397  0.03
O2 -3.124 1.390 -1.547  0.08
C14 -1.023 2.479 -1.194  0.01
C15 -1.546 3.760 -1.060  0.00
C16 -0.688 4.832 -0.892  0.00
C17 0.677 4.572 -0.869  0.00
C18 1.117 3.263 -0.973  0.01
N4 0.304 2.214 -1.128  0.04
H1 -0.323 -4.217 -0.985  0.00
H2 4.277 -2.982 -0.836  0.00
H3 6.251 -1.425 -0.834  0.00
H4 5.788 1.033 -0.921  0.00
H5 3.481 1.817 -0.969  0.00
H6 -3.816 -0.697 -1.595  0.00
H7 -2.618 3.879 -1.086  0.00
H8 -1.069 5.836 -0.779  0.00
H9 1.394 5.373 -0.766  0.00
H10 2.177 3.064 -0.936  0.00
Se1 1.915 0.634 2.118  0.01
N5 0.368 0.287 1.141  0.04
C19 -0.622 0.028 2.027  0.00
C20 -1.964 -0.254 1.756  0.00
C21 -2.852 -0.519 2.798  0.00
C22 -2.441 -0.494 4.118  0.00
C23 -1.117 -0.188 4.429  0.00
C24 -0.206 0.076 3.405  0.00
N6 1.078 0.385 3.630  0.01
H11 -2.327 -0.260 0.746  0.00
H12 -3.880 -0.737 2.560  0.00
H13 -3.149 -0.708 4.905  0.00
H14 -0.767 -0.152 5.448  0.00


Entry 5:
The following is a quantum chemistry calculation of C15H27FeN4O as an isolated structure, from the Open Molecules 2025 dataset.

Computed properties:
Spin multiplicity: 2
LUMO level (spin up / spin down), eV: -6.902 / -7.076
HOMO level (spin up / spin down), eV: -16.20 / -16.21
Total charge: +2
ΔE to the lowest compared entry with this formula, charge and spin, kcal/mol: 0.0

Each line ends with the Löwdin spin population.
Atoms and positions in Å:
Fe1 -0.386 0.199 -0.146  0.79
C1 2.282 -0.495 -0.729  0.00
C2 2.134 0.944 -1.184  0.00
N1 0.708 1.154 -1.567  0.00
C3 0.394 0.647 -2.940  0.00
C4 -0.493 -0.567 -2.884  0.00
C5 -0.959 -1.249 -3.991  0.00
C6 -1.802 -2.334 -3.792  0.00
C7 -2.165 -2.711 -2.506  0.00
C8 -1.664 -1.987 -1.442  0.00
C9 -1.998 -2.249 0.001  0.00
N2 -1.295 -1.282 0.902  0.00
C10 -0.215 -1.919 1.710  0.00
C11 1.013 -2.041 0.829  0.00
N3 1.285 -0.669 0.349  -0.02
N4 -0.844 -0.948 -1.649  0.00
H1 3.293 -0.705 -0.376  0.00
H2 2.047 -1.198 -1.531  0.00
H3 2.807 1.196 -2.004  0.00
H4 2.346 1.615 -0.352  0.00
H5 0.511 2.150 -1.544  0.00
H6 1.322 0.414 -3.468  0.00
H7 -0.100 1.435 -3.509  0.00
H8 -0.677 -0.938 -4.987  0.00
H9 -2.184 -2.882 -4.642  0.00
H10 -2.829 -3.548 -2.338  0.00
H11 -1.730 -3.271 0.274  0.00
H12 -3.075 -2.156 0.149  0.00
H13 -1.980 -0.884 1.538  0.00
H14 -0.536 -2.879 2.116  0.00
H15 -0.002 -1.251 2.547  0.00
H16 0.827 -2.678 -0.037  0.00
H17 1.865 -2.448 1.376  0.00
H18 1.587 -0.111 1.148  0.00
C12 -1.097 1.964 3.271  0.01
C13 -0.065 2.204 2.178  0.01
C14 -0.032 3.663 1.752  0.01
C15 1.314 1.724 2.618  0.00
O1 -0.497 1.449 1.030  0.20
H19 -0.854 2.557 4.153  0.00
H20 -1.110 0.914 3.572  0.00
H21 -2.089 2.255 2.930  0.00
H22 0.239 4.293 2.598  0.00
H23 -1.009 3.978 1.389  0.00
H24 0.711 3.822 0.967  0.00
H25 1.667 2.294 3.477  0.00
H26 2.049 1.857 1.820  0.00
H27 1.285 0.673 2.924  0.00


Entry 6:
The following is a quantum chemistry calculation of a 3-piece molecular cluster, C24H47ClNO10PS overall in a non-equilibrium geometry, from the Open Molecules 2025 dataset.

Computed properties:
Spin multiplicity: 1
LUMO level, eV: 0.064
HOMO level, eV: -9.40
SMILES: [H]/N=C/C[C@]1(O)C(=O)O[C@@H](CCCCOC(C)=O)[C@]1(CCCCS(=O)(=O)Cl)[PH2]=O.CCOCC.CCOCC

Each line ends with the Löwdin charge.
Atoms and positions in Å:
H1 4.250 -2.635 -0.435  0.06
N1 3.865 -1.962 0.220  0.14
C1 3.864 -2.429 1.392  -0.22
C2 3.358 -1.623 2.539  -0.09
C3 1.813 -1.602 2.673  -0.42
O1 1.365 -2.927 2.700  0.05
C4 1.240 -0.903 1.423  -0.38
O2 0.865 -1.405 0.381  0.15
O3 1.191 0.430 1.700  0.11
C5 1.550 0.657 3.049  -0.30
C6 1.018 1.963 3.583  -0.12
C7 1.815 3.118 2.983  -0.16
C8 3.152 3.406 3.693  -0.15
C9 4.345 2.923 2.922  -0.18
O4 5.566 3.239 3.606  -0.02
C10 6.255 2.144 4.039  -0.51
C11 6.915 1.306 2.971  0.02
O5 6.354 1.875 5.218  0.12
C12 1.288 -0.662 3.767  -0.40
C13 -0.187 -1.104 3.994  -0.14
C14 -1.111 -0.114 4.713  -0.19
C15 -2.150 0.542 3.809  -0.21
C16 -3.001 -0.516 3.080  -0.27
S1 -4.707 -0.019 3.089  0.31
O6 -5.334 -0.595 4.225  -0.32
O7 -4.778 1.391 2.937  -0.32
Cl1 -5.443 -0.861 1.393  0.44
P1 2.131 -0.767 5.370  0.78
O8 3.364 0.041 5.435  -0.39
H2 4.273 -3.418 1.589  0.12
H3 3.745 -2.024 3.472  0.11
H4 3.787 -0.635 2.450  0.11
H5 1.794 -3.377 3.429  0.11
H6 2.625 0.775 3.140  0.11
H7 -0.007 2.125 3.279  0.10
H8 1.073 1.994 4.662  0.12
H9 1.995 2.932 1.930  0.12
H10 1.215 4.017 3.021  0.11
H11 3.259 4.477 3.802  0.12
H12 3.122 3.003 4.697  0.12
H13 4.355 3.427 1.962  0.13
H14 4.315 1.859 2.714  0.10
H15 7.759 0.785 3.385  0.09
H16 6.190 0.569 2.642  0.07
H17 7.179 1.937 2.134  0.09
H18 -0.136 -2.007 4.594  0.11
H19 -0.616 -1.429 3.058  0.12
H20 -0.584 0.660 5.252  0.09
H21 -1.668 -0.670 5.459  0.12
H22 -2.768 1.173 4.423  0.11
H23 -1.654 1.130 3.051  0.10
H24 -2.620 -0.626 2.075  0.10
H25 -2.879 -1.468 3.575  0.11
H26 1.191 -0.359 6.334  0.04
H27 2.311 -2.151 5.600  0.04
C17 -2.622 -0.204 -4.268  -0.08
C18 -2.555 0.954 -3.287  -0.28
O9 -3.687 1.805 -3.318  -0.16
C19 -4.930 1.199 -3.020  -0.28
C20 -4.997 0.573 -1.638  -0.12
H28 -2.751 0.161 -5.287  0.07
H29 -1.703 -0.789 -4.224  0.08
H30 -3.454 -0.877 -4.051  0.07
H31 -1.707 1.590 -3.538  0.12
H32 -2.380 0.588 -2.268  0.11
H33 -5.192 0.465 -3.791  0.11
H34 -5.667 2.000 -3.090  0.12
H35 -4.280 -0.242 -1.525  0.06
H36 -5.994 0.169 -1.456  0.06
H37 -4.779 1.316 -0.870  0.08
C21 -0.894 -3.147 -8.764  -0.08
C22 -2.061 -2.588 -7.968  -0.28
O10 -1.938 -1.215 -7.651  -0.17
C23 -1.843 -0.324 -8.747  -0.28
C24 -3.042 -0.360 -9.679  -0.08
H38 0.042 -2.996 -8.225  0.08
H39 -1.032 -4.215 -8.932  0.08
H40 -0.796 -2.669 -9.739  0.07
H41 -2.121 -3.102 -7.009  0.12
H42 -3.008 -2.779 -8.486  0.11
H43 -0.915 -0.500 -9.303  0.11
H44 -1.759 0.669 -8.306  0.12
H45 -3.164 -1.334 -10.154  0.07
H46 -2.924 0.383 -10.469  0.08
H47 -3.958 -0.141 -9.130  0.08


Look up the spin multiplicity of the second one.
1